This record from OMol25 describes a structure of composition C47H53BCl5CsN6O2Se2Si at a distorted geometry. The level of theory is ωB97M-V with the def2-TZVPD basis set.

The calculation puts the gap between HOMO and LUMO (spin up / spin down) at 4.9 / 4.9 eV. Its net charge is -2. The electronic energy comes out at -265044.7412 eV. Its spin multiplicity is 1. As for the HOMO energy (spin up / spin down): -2.569 / -2.569 eV. The calculation puts the LUMO energy (spin up / spin down) at 2.32 / 2.32 eV.

Geometry as XYZ:
```
118
C47H53BCl5CsN6O2Se2Si ωB97M-V with the def2-TZVPD basis set
Cs 16.5379 13.0741 10.4389
Cl 19.2248 18.3460 10.9818
C 20.1920 16.8880 11.1749
C 21.5691 16.9881 11.0022
C 22.2950 15.7911 10.9781
Cl 24.0212 15.8978 10.7954
C 21.6912 14.5565 11.2920
C 22.4376 13.3731 11.4944
C 21.7828 12.1847 11.7179
C 20.3699 12.1736 11.7385
N 19.6554 13.2838 11.5568
C 20.2866 14.4547 11.3734
C 19.4815 15.6524 11.2421
O 18.2185 15.5751 11.1949
H 21.9779 17.9268 10.7056
H 23.5027 13.3618 11.4598
H 22.3062 11.2614 11.8630
H 19.8668 11.1955 11.8934
O 14.9155 11.5031 12.7078
C 13.7673 11.7133 12.5580
Cl 11.3972 12.8304 5.0247
C 12.6481 11.7400 5.2967
Cl 12.6130 10.2408 4.5097
Cl 9.0654 10.6169 6.1401
C 13.7166 11.9654 6.1217
N 14.7242 12.2120 6.6280
C 13.0399 9.7980 17.5620
C 13.5860 10.4524 16.2719
C 15.1150 10.3719 16.1781
C 13.0996 11.9105 16.1932
C 13.5447 12.8541 17.1146
C 13.0084 14.0968 17.1678
C 11.9955 14.4647 16.2752
C 11.5256 13.5914 15.3137
C 10.2469 14.0952 14.6221
C 9.8814 13.6307 13.1696
C 9.1071 13.8127 15.5650
C 12.1189 12.3343 15.2836
N 11.6780 11.3441 14.2836
B 12.4471 10.9750 13.1714
N 11.7542 9.9431 12.5423
C 10.6041 9.7006 13.2106
C 10.5528 10.5797 14.2738
C 12.0865 9.3769 11.2656
C 11.5189 9.9764 10.1187
C 11.6481 9.3301 8.9140
C 12.4122 8.1843 8.8111
C 13.0477 7.6853 9.9057
C 12.9497 8.2886 11.1428
C 13.5618 7.7334 12.4448
C 15.0441 7.6319 12.4352
C 12.8779 6.3994 12.8198
C 10.8471 11.3150 10.2334
C 9.3926 11.2148 10.0013
C 11.4545 12.2696 9.1922
H 13.1637 8.7289 17.4832
H 11.9265 9.9318 17.7393
H 13.4690 10.1577 18.4798
H 13.2079 9.8352 15.4289
H 15.6236 11.2090 16.6967
H 15.5162 10.4604 15.1584
H 15.5053 9.4481 16.5542
H 14.3280 12.5271 17.8300
H 13.3338 14.7112 17.9579
H 11.4771 15.3891 16.3210
H 10.3671 15.1982 14.5880
H 9.3258 12.6544 13.2441
H 10.7629 13.5053 12.5088
H 9.1759 14.4410 12.7809
H 8.8131 12.8033 15.5949
H 8.2742 14.3130 15.1921
H 9.2579 14.2823 16.5391
H 9.9174 8.9968 12.8736
H 9.8419 10.6614 15.0548
H 11.1370 9.7095 8.0272
H 12.5006 7.7297 7.8714
H 13.6613 6.7658 9.8486
H 13.2875 8.4079 13.1966
H 15.4310 6.9060 11.6685
H 15.3601 7.2961 13.4103
H 15.5891 8.5671 12.1852
H 13.2094 5.6557 12.0599
H 11.8042 6.4034 12.7938
H 13.2438 6.0216 13.7927
H 11.1183 11.7183 11.2565
H 9.1279 11.0279 8.9111
H 8.9671 12.1540 10.1980
H 8.8476 10.4888 10.6365
H 11.2193 11.7826 8.2157
H 12.5315 12.3742 9.3459
H 10.9189 13.2298 9.2542
C 16.3947 8.4595 7.5616
Si 18.0383 8.7271 8.3692
C 19.0340 7.1145 8.4688
C 19.0339 9.6476 7.0749
Se 17.7628 9.6202 10.3326
H 15.8950 9.4195 7.6067
H 15.8122 7.8719 8.2741
H 16.3437 8.0271 6.5635
H 19.0700 6.5289 7.5504
H 18.6910 6.4835 9.3145
H 20.0292 7.4220 8.7668
H 19.0442 9.0550 6.1512
H 20.0456 9.8979 7.2333
H 18.3823 10.6046 6.9587
Se 15.2172 16.9470 14.5962
N 14.7922 16.0190 13.1474
C 13.5444 16.3504 12.8509
C 12.7412 15.7887 11.7472
C 11.4581 16.2819 11.5176
C 10.8055 17.1454 12.5038
C 11.5218 17.6949 13.5130
C 12.9033 17.3468 13.6724
N 13.6383 17.8016 14.6797
H 13.1699 15.0990 11.0484
H 10.9539 15.9249 10.6287
H 9.7247 17.4698 12.3689
H 11.0150 18.3079 14.2036
```


This record from OMol25 describes an isolated molecule of C6H10O. The level of theory is ωB97M-V with the def2-TZVPD basis set.

The calculation puts the gap between HOMO and LUMO at 11.1 eV. Its net charge is 0. Its SMILES is C#C[C@](C)(O)CC. The electronic energy comes out at -8429.7017 eV. Its spin multiplicity is 1. As for the HOMO energy: -10.097 eV. The calculation puts the LUMO energy at 0.96 eV.

Geometry as XYZ:
```
17
C6H10O ωB97M-V with the def2-TZVPD basis set
C 2.1619 -0.0051 0.2695
C 0.9528 -0.3867 -0.5823
C -0.4298 -0.2414 0.0732
C -1.5356 -0.6867 -0.9105
O -0.3965 -1.0557 1.2443
C -0.7829 1.1364 0.4593
C -1.3006 2.1669 0.8070
H 3.0785 -0.1476 -0.3155
H 2.2338 -0.6251 1.1676
H 2.1312 1.0451 0.5806
H 1.0388 -1.4422 -0.8716
H 0.9490 0.2015 -1.5063
H -2.5019 -0.2393 -0.6551
H -1.2858 -0.3627 -1.9267
H -1.6286 -1.7740 -0.8857
H -1.0075 -0.6807 1.8903
H -1.6766 3.0973 1.1618
```


This record from OMol25 describes a structure of composition C27H36IrN5O2 at a distorted geometry. The level of theory is ωB97M-V with the def2-TZVPD basis set.

The calculation puts the gap between HOMO and LUMO at 6.7 eV. Its net charge is 0. The electronic energy comes out at -42964.9685 eV. Its spin multiplicity is 1. As for the HOMO energy: -6.065 eV. The calculation puts the LUMO energy at 0.63 eV.

Geometry as XYZ:
```
71
C27H36IrN5O2 ωB97M-V with the def2-TZVPD basis set
Ir -0.0475 -0.3281 0.5222
C 0.6216 -0.2737 3.5942
N -0.5569 0.1120 2.7974
C -1.7645 -0.5544 3.2901
C -0.6588 1.5586 2.7639
C -1.5306 2.2682 3.5692
C -1.6145 3.6527 3.4720
C -0.8385 4.2977 2.5201
C 0.0348 3.5820 1.7133
C 0.1830 2.1964 1.8530
N 0.9979 1.3758 1.0886
C 1.9895 1.8949 0.2915
C 2.7355 3.0516 0.5565
C 3.6443 3.5374 -0.3686
C 3.8440 2.8791 -1.5761
C 3.1956 1.6711 -1.7899
C 2.3034 1.1786 -0.8526
N 1.7465 -0.1614 -0.9491
C 1.3520 -0.5384 -2.3236
C 2.8199 -1.0533 -0.4405
H 0.4586 -0.0126 4.6456
H 0.8006 -1.3363 3.5075
H 1.4917 0.2587 3.2200
H -1.9054 -0.4045 4.3663
H -2.6339 -0.1848 2.7503
H -1.6767 -1.6192 3.1133
H -2.1555 1.7520 4.2873
H -2.2984 4.2059 4.1019
H -0.9194 5.3706 2.3902
H 0.5778 4.0896 0.9286
H 2.6024 3.5631 1.4997
H 4.2029 4.4372 -0.1423
H 4.5149 3.2800 -2.3237
H 3.4051 1.1074 -2.6905
H 2.2243 -0.6715 -2.9716
H 0.8061 -1.4743 -2.2774
H 0.7127 0.2416 -2.7339
H 3.7040 -0.9604 -1.0801
H 3.0805 -0.7505 0.5723
H 2.4767 -2.0698 -0.4408
C -3.3593 2.5478 0.5691
C -2.6113 1.5661 -0.2937
O -1.3840 1.5600 -0.3800
N -3.3560 0.7093 -1.0047
C -2.7493 -0.3020 -1.8582
C -2.4645 -1.5842 -1.1286
C -2.9532 -2.7505 -1.6154
C -2.6005 -3.9913 -0.9402
C -1.8304 -3.9871 0.1455
C -1.3029 -2.6863 0.6957
N -1.6985 -1.4882 -0.0162
H -2.6945 3.3644 0.8345
H -3.6794 2.0595 1.4918
H -4.2372 2.9334 0.0506
H -4.3267 0.5998 -0.7618
H -1.8065 0.1087 -2.2213
H -3.4092 -0.4812 -2.7030
H -3.5953 -2.7460 -2.4848
H -2.9776 -4.9303 -1.3321
H -1.5957 -4.9014 0.6823
H -1.6188 -2.5966 1.7458
C 1.0942 -4.1585 -0.7998
O 0.6911 -2.8137 -0.5776
C 0.1869 -2.4660 0.6985
C 0.9012 -3.1513 1.8343
H 0.3717 -4.8765 -0.4177
H 2.0765 -4.3605 -0.3564
H 1.1656 -4.2812 -1.8794
H 1.9693 -2.9174 1.8434
H 0.7931 -4.2376 1.7696
H 0.4759 -2.8397 2.7833
```